{"formula": "CH2N2O3S2", "method": "ωB97M-V/def2-TZVPD", "symbols": ["C", "N", "N", "O", "O", "O", "S", "S", "H", "H"], "coordinates": [[-1.31574, -0.78200, 0.25837], [-1.68450, 0.26848, -0.53517], [-2.44912, -1.18751, 0.80316], [-0.16167, -1.36972, 0.35010], [-4.05448, -0.57026, -1.09910], [-4.07576, 1.00041, 0.73355], [1.45234, -0.75247, -0.16969], [-3.37351, 0.00440, 0.00008], [-1.11146, 0.94673, -0.98009], [2.05940, -2.05185, -0.46340]], "nbo_charge": [0.715, -0.873, -0.759, -0.580, -0.891, -0.852, 0.300, 2.356, 0.415, 0.170], "lumo_energy_ha": -0.0529, "homo_lumo_gap_ev": 8.517, "charge": 0, "relative_energy_kj_mol": 178.4}


{"formula": "C23H32BFO17", "method": "ωB97M-V/def2-TZVPD", "symbols": ["C", "O", "B", "O", "C", "C", "C", "C", "F", "C", "O", "O", "C", "O", "H", "H", "H", "H", "H", "H", "H", "H", "C", "C", "C", "O", "C", "O", "O", "H", "H", "H", "H", "H", "H", "C", "C", "C", "O", "C", "O", "O", "H", "H", "H", "H", "H", "H", "C", "C", "C", "O", "C", "O", "O", "H", "H", "H", "H", "H", "H", "C", "C", "C", "O", "C", "O", "O", "H", "H", "H", "H", "H", "H"], "coordinates": [[0.25847, -3.36870, 1.14397], [-0.80081, -3.76247, 2.01635], [-1.72982, -2.78415, 2.22296], [-1.88793, -2.26907, 3.48739], [-2.56855, -2.23619, 0.98982], [-2.37752, -1.19468, 0.16518], [-1.31683, -0.15120, 0.13152], [-1.09098, 0.49325, 1.50452], [-0.79587, 1.83766, 1.40745], [-3.48647, -1.20699, -0.84600], [-3.62350, -0.46462, -1.76991], [-4.33841, -2.23165, -0.54713], [-3.81343, -2.91388, 0.54484], [-4.35175, -3.87333, 1.00007], [0.03924, -2.45089, 0.59365], [0.45162, -4.13383, 0.39115], [1.17322, -3.19517, 1.70993], [-2.79886, -2.31706, 3.80326], [-0.38923, -0.52686, -0.30830], [-1.65012, 0.63945, -0.54749], [-2.00393, 0.36339, 2.09292], [-0.30957, -0.05599, 2.03919], [3.80051, 2.63229, 3.16739], [3.93199, 2.08862, 1.77166], [2.95499, 2.66249, 0.77123], [2.83426, 1.58825, -0.17682], [3.09405, 0.43423, 0.47916], [2.89507, -0.64993, 0.02840], [3.59381, 0.68570, 1.71034], [4.44063, 2.07331, 3.85332], [4.08883, 3.67348, 3.18981], [2.77625, 2.53378, 3.52384], [4.96160, 2.19286, 1.41704], [3.31446, 3.56336, 0.28155], [1.97231, 2.85421, 1.20663], [4.17508, 6.78363, 7.17375], [3.30126, 6.96744, 5.96024], [1.82526, 6.72587, 6.18243], [1.38998, 6.31016, 4.88046], [2.45139, 5.75390, 4.25398], [2.39666, 5.14356, 3.23508], [3.58990, 5.97839, 4.95253], [5.22742, 6.84413, 6.89882], [3.96281, 7.55319, 7.91552], [4.01179, 5.80336, 7.62338], [3.47162, 7.95143, 5.51477], [1.28254, 7.61270, 6.49900], [1.63565, 5.91258, 6.88665], [-2.34688, -1.23990, -4.81691], [-2.56010, -0.22652, -5.90834], [-4.00073, 0.15050, -6.16451], [-3.97270, 0.52683, -7.54829], [-2.95224, -0.14791, -8.13535], [-2.76556, -0.20296, -9.30683], [-2.18222, -0.75067, -7.19743], [-1.30404, -1.55341, -4.78501], [-2.61404, -0.82159, -3.84798], [-2.95043, -2.13310, -4.99450], [-1.95243, 0.66346, -5.72235], [-4.34739, 0.97861, -5.55176], [-4.68116, -0.69647, -6.04927], [-0.17151, -6.74853, -4.07255], [-0.17403, -5.72482, -2.96717], [-1.54051, -5.33468, -2.45202], [-1.31433, -3.99667, -1.98300], [-0.28081, -3.48511, -2.70321], [0.04275, -2.34217, -2.68803], [0.31719, -4.45290, -3.43189], [0.83336, -6.87262, -4.47424], [-0.52123, -7.71139, -3.70061], [-0.81401, -6.43130, -4.89491], [0.47324, -6.04941, -2.14720], [-1.89453, -5.96602, -1.64054], [-2.29468, -5.30130, -3.24163]], "mulliken_charge": [-0.080, -0.483, 0.685, -0.576, 1.342, 0.019, -0.833, -0.385, -0.372, 0.003, -0.625, -0.371, 0.294, -0.558, -0.160, 0.094, 0.303, 0.318, 0.291, 0.473, 0.333, 0.269, -1.492, 0.594, -0.296, -0.334, 0.625, -0.565, -0.374, 0.408, 0.366, 0.283, 0.225, 0.325, 0.241, -1.441, 0.499, -0.507, -0.313, 0.630, -0.510, -0.315, 0.356, 0.383, 0.350, 0.272, 0.305, 0.296, -1.189, 0.475, -0.504, -0.350, 0.609, -0.535, -0.359, 0.308, 0.241, 0.385, 0.291, 0.295, 0.335, -1.557, 0.568, -0.663, 0.011, 0.486, -0.493, -0.392, 0.369, 0.383, 0.361, 0.273, 0.339, 0.323], "lumo_energy_ha": -0.0279, "homo_lumo_gap_ev": 9.790, "charge": 0}


{"formula": "C6H10N2O2S", "method": "ωB97M-V/def2-TZVPD", "symbols": ["C", "C", "C", "C", "C", "C", "N", "N", "O", "O", "S", "H", "H", "H", "H", "H", "H", "H", "H", "H", "H"], "coordinates": [[-0.16162, -1.50954, -1.64717], [-0.43708, -1.98397, -2.94606], [0.23512, -1.06804, 1.44607], [0.46384, -0.04142, 0.42448], [0.21697, 1.67470, 1.87443], [0.67322, 2.09175, -0.55827], [0.31742, -0.36264, -0.92817], [0.66375, 1.27111, 0.61123], [-2.31019, -1.42983, 0.87036], [-0.69265, -2.46347, -0.72013], [-1.13950, -2.27032, 0.78664], [-0.95342, -2.95492, -3.07307], [-0.22344, -1.30450, -3.84945], [1.17118, -1.70296, 1.54812], [-0.07754, -0.57956, 2.35028], [-0.90122, 1.50250, 1.97395], [0.94552, 1.26327, 2.59151], [0.35826, 2.87489, 2.05850], [1.26065, 3.09036, -0.53222], [0.94243, 1.42723, -1.46072], [-0.35168, 2.47538, -0.82029]], "nbo_charge": [0.461, -0.516, -0.706, 0.509, -0.431, -0.454, -0.641, -0.416, -0.954, -0.749, 1.577, 0.236, 0.221, 0.258, 0.250, 0.215, 0.220, 0.221, 0.209, 0.291, 0.198], "lumo_energy_ha": 0.0115, "homo_lumo_gap_ev": 8.313, "charge": 0, "relative_energy_kj_mol": 549.1}


{"formula": "C28H34BFINO17P", "method": "ωB97M-V/def2-TZVPD", "symbols": ["C", "C", "O", "B", "O", "C", "C", "C", "C", "I", "C", "C", "C", "O", "O", "C", "F", "P", "O", "N", "H", "H", "H", "H", "H", "H", "H", "H", "H", "H", "H", "H", "H", "H", "H", "H", "H", "H", "H", "H", "H", "H", "C", "C", "C", "O", "C", "C", "C", "O", "O", "O", "H", "H", "H", "H", "C", "C", "C", "O", "C", "C", "C", "O", "O", "O", "H", "H", "H", "H", "C", "C", "C", "O", "C", "C", "C", "O", "O", "O", "H", "H", "H", "H"], "coordinates": [[0.78548, 2.06627, 1.20571], [-0.10205, 2.99649, 2.14240], [-0.09267, 4.39717, 1.76628], [-1.07218, 4.69943, 0.77862], [-2.37189, 5.06499, 1.24371], [-0.79165, 4.61146, -0.83096], [-1.32905, 3.15908, -1.15967], [-2.28708, 3.04497, -2.40844], [-3.30669, 1.82486, -2.17902], [-5.25242, 2.74593, -1.70287], [-1.54534, 5.89732, -1.36571], [-0.61509, 6.35119, -2.58254], [-0.37538, 5.35247, -3.77348], [-1.56338, 5.16875, -4.59125], [-1.24430, 4.13159, -5.46918], [0.78885, 6.28386, -1.80014], [1.94176, 6.10732, -2.55578], [1.03910, 7.85524, -0.77240], [1.88149, 8.85816, -1.56436], [0.64054, 4.95514, -1.06832], [0.15185, 1.21219, 0.83079], [1.09986, 2.66972, 0.30806], [1.70410, 1.67750, 1.72259], [-1.16256, 2.63265, 2.19490], [0.35149, 2.94322, 3.17136], [-2.78697, 4.32604, 1.71291], [-1.78859, 2.67448, -0.24750], [-0.42464, 2.51772, -1.39261], [-1.66769, 2.77120, -3.30745], [-2.92255, 3.93777, -2.60394], [-3.46835, 1.32705, -3.16847], [-2.97007, 1.12784, -1.37875], [-2.63649, 5.75084, -1.55074], [-1.55104, 6.74783, -0.62052], [-0.88928, 7.34468, -3.02806], [-0.08671, 4.30800, -3.44205], [0.42269, 5.72587, -4.48066], [-0.57081, 4.46776, -6.09600], [-0.23104, 8.47245, -0.49108], [1.66520, 7.52930, 0.48684], [1.26936, 5.09112, -0.25958], [1.11474, 4.21734, -1.60894], [-1.67960, -2.28678, 0.38813], [-0.95564, -3.23294, 0.99241], [0.26033, -3.81450, 0.35027], [0.89985, -4.65858, 0.94329], [0.62693, -3.33493, -0.98588], [-0.10013, -2.39226, -1.58859], [-1.29815, -1.79305, -0.93431], [-1.92410, -0.91807, -1.51354], [0.21769, -1.93597, -2.82291], [-1.28992, -3.70360, 2.20976], [-2.56099, -1.85628, 0.84412], [1.49976, -3.77560, -1.45008], [-0.45582, -1.26557, -3.03257], [-0.61305, -4.37491, 2.42515], [-1.64951, -2.01446, 7.00871], [-0.99972, -2.69690, 6.06450], [-0.84489, -4.17839, 6.13751], [-0.26056, -4.76169, 5.24172], [-1.40536, -4.87139, 7.29756], [-2.05312, -4.18921, 8.24582], [-2.23167, -2.71043, 8.15865], [-2.84348, -2.12927, 9.03339], [-2.57561, -4.80650, 9.32454], [-0.45110, -2.08126, 4.99480], [-1.76997, -0.94075, 6.96508], [-1.27150, -5.94315, 7.34787], [-2.98890, -4.09993, 9.85364], [-0.04670, -2.79445, 4.46935], [4.11111, -5.53852, -3.47562], [4.75931, -6.25525, -4.39702], [4.89686, -7.73666, -4.27842], [5.47857, -8.35297, -5.14921], [4.32075, -8.38773, -3.10013], [3.67584, -7.66989, -2.17773], [3.51536, -6.19346, -2.31082], [2.90303, -5.57996, -1.45388], [3.13876, -8.24812, -1.08197], [5.31830, -5.67355, -5.47736], [4.00294, -4.46518, -3.55154], [4.44181, -9.45890, -3.01617], [2.73098, -7.52091, -0.57717], [5.72074, -6.40232, -5.98505]], "mulliken_charge": [-0.544, -0.195, -0.666, 0.508, -0.636, 0.324, -0.531, -0.335, -1.294, 0.011, -1.515, -0.041, -0.840, -0.186, -0.346, 0.303, -0.351, 0.444, -0.632, 0.325, 0.096, 0.056, 0.386, 0.179, 0.357, 0.347, 0.353, 0.148, 0.303, 0.251, 0.543, 0.435, 0.525, 0.309, 0.496, 0.225, 0.479, 0.341, 0.134, 0.115, 0.549, 0.583, -0.886, 0.315, 0.996, -0.629, -0.951, 0.363, 0.851, -0.609, -0.596, -0.591, 0.484, 0.601, 0.308, 0.332, -0.845, 0.374, 0.986, -0.596, -0.973, 0.370, 0.939, -0.595, -0.553, -0.577, 0.419, 0.426, 0.351, 0.283, -0.952, 0.409, 0.894, -0.594, -0.877, 0.324, 0.927, -0.523, -0.577, -0.564, 0.432, 0.420, 0.320, 0.353], "lumo_energy_ha": -0.1322, "homo_lumo_gap_ev": 7.529, "charge": 1}


{"formula": "C3H4OS", "method": "ωB97M-V/def2-TZVPD", "symbols": ["C", "C", "C", "H", "H", "H", "H", "O", "S"], "coordinates": [[-1.05547, 0.08555, -0.15371], [0.53960, 0.33803, -0.14076], [1.35031, -0.84973, -0.12425], [-1.03829, 1.92400, 0.57666], [0.65873, 1.37792, -0.26468], [0.62284, -1.81133, 0.46311], [2.43131, -0.86372, -0.12825], [-1.77715, 1.18292, -0.12336], [-1.73188, -1.38364, -0.10477]], "nbo_charge": [0.180, -0.325, -0.317, 0.468, 0.198, 0.254, 0.210, -0.618, -0.050], "lumo_energy_ha": -0.0146, "homo_lumo_gap_ev": 8.356, "charge": 0, "relative_energy_kj_mol": 362.0}


{"formula": "C3H3N3O", "method": "ωB97M-V/def2-TZVPD", "symbols": ["O", "C", "C", "N", "N", "C", "N", "H", "H", "H"], "coordinates": [[-0.14800, -1.98264, -0.45440], [-0.08185, -0.65914, -0.15862], [-0.13353, -0.35432, 1.25895], [0.33111, 0.81045, 1.60767], [0.74364, 1.84937, 1.80406], [0.39048, 1.32733, -1.59171], [0.00038, 0.25303, -1.03539], [-0.08553, -2.08379, -1.41460], [-0.53196, -1.00688, 2.02075], [-0.48473, 1.84660, -2.03672]], "nbo_charge": [-0.656, 0.472, -0.323, 0.081, 0.049, -0.045, -0.457, 0.494, 0.252, 0.132], "lumo_energy_ha": 0.0172, "homo_lumo_gap_ev": 8.010, "charge": 0, "relative_energy_kj_mol": 438.6}


| no. | E (Ha) | molar mass (g/mol) |
| --- | --- | --- |
| 1 | -1170.79414 | 154.17 |
| 2 | -2299.58383 | 610.30 |
| 3 | -892.64537 | 174.23 |
| 4 | -3184.57995 | 844.26 |
| 5 | -589.98679 | 88.13 |
| 6 | -355.47282 | 97.08 |